{
  "formula": "C25H27N2O5P",
  "method": "the ωB97M-V functional and the def2-TZVPD basis",
  "symbols": ["P", "O", "O", "O", "O", "O", "N", "N", "C", "C", "C", "C", "C", "C", "C", "C", "C", "C", "C", "C", "C", "C", "C", "C", "C", "C", "C", "C", "C", "C", "C", "C", "C", "H", "H", "H", "H", "H", "H", "H", "H", "H", "H", "H", "H", "H", "H", "H", "H", "H", "H", "H", "H", "H", "H", "H", "H", "H", "H", "H"],
  "xyz": [[-1.058, -2.210, -1.110], [0.832, 1.137, -1.866], [-4.493, 1.706, 2.199], [-2.283, -1.994, -1.888], [-0.387, -3.607, -1.422], [-1.325, -2.284, 0.480], [1.328, -0.710, -0.739], [-1.209, 0.544, -2.881], [-0.177, 0.266, -2.048], [-3.944, 1.769, 0.954], [1.731, 0.483, -1.058], [-2.012, 2.408, -0.332], [-2.689, -1.768, 2.376], [3.073, 2.499, -1.066], [-1.834, 1.862, -2.786], [1.190, -3.924, 0.432], [-5.774, 1.141, 2.340], [4.966, -1.335, 1.214], [-3.883, 1.394, -1.417], [5.215, 2.674, -0.011], [6.095, -0.571, 1.543], [5.129, 1.330, 0.404], [2.939, 1.178, -0.676], [-2.610, 1.939, -1.497], [6.172, 0.733, 1.145], [4.205, 3.245, -0.734], [0.121, -0.886, -1.354], [3.982, 0.557, 0.075], [-2.669, 2.329, 0.877], [3.937, -0.787, 0.498], [-4.554, 1.312, -0.210], [0.951, -3.948, -1.066], [-2.156, -1.279, 1.041], [-1.878, -0.224, -2.867], [-5.792, 0.097, 2.010], [3.070, -1.373, 0.246], [-1.045, 2.615, -2.822], [-3.304, -2.652, 2.231], [-1.571, -0.361, 1.177], [6.898, -1.019, 2.109], [2.186, -4.303, 0.648], [7.037, 1.333, 1.389], [1.092, -4.954, -1.472], [-2.976, -1.061, 0.348], [-6.528, 1.711, 1.787], [2.284, 2.962, -1.638], [-3.282, -0.985, 2.839], [-6.000, 1.186, 3.404], [-1.862, -2.023, 3.033], [-2.486, 1.978, -3.653], [0.451, -4.540, 0.938], [4.914, -2.366, 1.530], [-5.541, 0.879, -0.189], [-2.211, 2.688, 1.786], [-4.359, 1.017, -2.310], [1.106, -2.905, 0.798], [4.272, 4.274, -1.054], [6.095, 3.244, 0.252], [1.642, -3.259, -1.562], [-1.020, 2.835, -0.372]],
  "lowdin_charge": [0.538, 0.133, -0.091, -0.248, -0.178, -0.206, 0.155, 0.083, -0.294, -0.289, -0.249, -0.032, -0.053, -0.013, -0.125, -0.081, -0.090, -0.071, -0.030, -0.029, -0.082, -0.163, -0.079, -0.220, -0.037, -0.069, -0.208, -0.092, -0.006, -0.015, -0.020, -0.265, -0.284, 0.108, 0.093, 0.077, 0.122, 0.080, 0.117, 0.102, 0.078, 0.110, 0.121, 0.104, 0.096, 0.113, 0.066, 0.094, 0.079, 0.124, 0.082, 0.101, 0.106, 0.121, 0.121, 0.052, 0.105, 0.112, 0.108, 0.115],
  "orbital_gap_ev": 7.64,
  "e_lumo_ha": 0.0005,
  "relative_energy_kj_mol": 0.00,
  "largest_force_ha_per_bohr": 0.02681,
  "e_homo_ev": -7.6
}


{
  "formula": "C25H27N3O3",
  "method": "the ωB97M-V functional and the def2-TZVPD basis",
  "symbols": ["O", "O", "O", "N", "N", "N", "C", "C", "C", "C", "C", "C", "C", "C", "C", "C", "C", "C", "C", "C", "C", "C", "C", "C", "C", "C", "C", "C", "C", "C", "C", "H", "H", "H", "H", "H", "H", "H", "H", "H", "H", "H", "H", "H", "H", "H", "H", "H", "H", "H", "H", "H", "H", "H", "H", "H", "H", "H"],
  "xyz": [[3.781, -3.307, 1.410], [2.342, 2.421, 0.011], [-2.626, -2.788, -2.384], [2.108, -1.849, 1.056], [-3.987, 2.640, 0.516], [0.851, 2.431, 1.692], [-3.478, 1.101, -1.205], [1.897, 1.900, 1.018], [1.456, -2.781, -1.691], [3.883, 0.356, 1.086], [-2.263, 3.883, 1.602], [-3.048, 2.047, -0.250], [0.340, 1.926, 2.946], [0.173, 3.594, 1.136], [-1.297, -2.782, -2.085], [0.601, -2.852, -0.601], [-1.659, 2.344, -0.133], [-0.428, -2.700, -3.173], [-1.208, 0.780, -1.917], [-3.555, -2.894, -1.333], [-2.575, 0.479, -2.020], [1.166, -2.923, 0.793], [2.432, 0.561, 1.510], [0.936, -2.699, -2.972], [3.401, -2.154, 1.320], [4.353, -1.002, 1.584], [-3.606, 3.530, 1.385], [1.599, -0.518, 0.815], [-0.774, -2.845, -0.799], [-0.759, 1.693, -1.003], [-1.275, 3.288, 0.857], [-0.509, 0.285, -2.574], [4.514, 1.147, 1.495], [-2.903, -0.240, -2.755], [1.117, 1.917, 3.713], [3.945, 0.415, -0.001], [5.315, -1.270, 1.144], [0.358, -2.880, 1.533], [-0.850, -2.644, -4.164], [0.706, 3.862, 0.220], [0.558, -0.493, 1.160], [2.350, 0.462, 2.593], [0.290, 1.935, -0.965], [-2.022, 4.619, 2.356], [1.722, -3.856, 0.930], [1.588, -0.314, -0.265], [-0.071, 0.919, 2.844], [-4.536, -2.902, -1.807], [-4.392, 3.992, 1.969], [-3.420, -3.822, -0.769], [-3.491, -2.037, -0.653], [0.246, 4.430, 1.841], [-4.537, 0.903, -1.270], [4.499, -0.974, 2.669], [2.524, -2.795, -1.532], [-0.461, 2.580, 3.282], [1.602, -2.639, -3.820], [-1.425, -2.898, 0.060]],
  "lowdin_charge": [0.049, 0.059, -0.101, -0.035, 0.107, -0.076, -0.013, -0.446, -0.041, -0.140, -0.021, -0.225, -0.024, -0.092, -0.285, -0.208, -0.092, -0.018, -0.057, -0.089, -0.073, -0.094, -0.204, -0.069, -0.454, -0.078, -0.135, -0.099, 0.026, -0.009, -0.148, 0.105, 0.126, 0.104, 0.096, 0.127, 0.125, 0.131, 0.118, 0.130, 0.131, 0.141, 0.096, 0.109, 0.131, 0.138, 0.093, 0.096, 0.106, 0.097, 0.086, 0.133, 0.112, 0.129, 0.119, 0.089, 0.107, 0.109],
  "orbital_gap_ev": 8.69,
  "e_lumo_ha": 0.0028,
  "relative_energy_kj_mol": 47.78,
  "largest_force_ha_per_bohr": 0.01302,
  "e_homo_ev": -8.6
}


{
  "formula": "C25H27N3O5",
  "method": "the ωB97M-V functional and the def2-TZVPD basis",
  "symbols": ["O", "O", "O", "O", "O", "N", "N", "N", "C", "C", "C", "C", "C", "C", "C", "C", "C", "C", "C", "C", "C", "C", "C", "C", "C", "C", "C", "C", "C", "C", "C", "C", "C", "H", "H", "H", "H", "H", "H", "H", "H", "H", "H", "H", "H", "H", "H", "H", "H", "H", "H", "H", "H", "H", "H", "H", "H", "H", "H", "H"],
  "xyz": [[5.325, -0.107, -0.209], [-2.904, -3.079, 0.825], [3.484, 1.348, -1.532], [1.604, 3.407, -0.740], [2.575, -1.766, 1.351], [-5.416, 2.412, -0.634], [-3.097, 2.118, -0.034], [0.948, 2.021, 1.030], [6.611, -1.525, -0.781], [-1.892, 2.604, 0.046], [2.811, 1.450, -0.516], [-4.278, 3.082, -0.449], [6.606, -0.306, -0.624], [5.314, -2.096, 0.127], [-5.179, 1.080, -0.101], [7.544, 0.857, -1.080], [1.765, 2.269, -0.122], [-0.215, -0.434, -0.076], [-3.916, 1.101, 0.101], [-0.431, -0.812, 2.179], [-3.203, -3.340, -0.496], [1.377, 0.708, 1.230], [-1.371, 2.547, 1.692], [2.537, 0.421, 0.593], [-1.925, -2.220, 0.984], [0.302, -0.320, 1.168], [-1.298, -1.433, -0.385], [-4.187, -2.443, -1.098], [-1.433, -1.710, 1.977], [4.596, -0.907, 0.190], [3.194, -0.925, 0.551], [0.140, 3.124, 1.629], [-4.909, -2.994, -2.283], [-3.834, -4.391, -0.258], [-5.145, -2.276, -0.434], [0.363, -0.132, -0.923], [-5.585, -3.905, -2.103], [0.379, 2.941, 2.485], [-5.869, 0.439, 0.050], [-1.330, 1.761, -0.507], [-2.522, -3.846, -1.317], [-1.959, 3.313, 1.897], [-4.043, -3.228, -2.812], [5.103, -3.114, 0.167], [-3.800, 3.848, -1.020], [-5.621, -2.176, -2.776], [1.862, 0.814, 2.317], [0.284, 3.964, 1.124], [-3.125, 0.150, 0.591], [-1.536, 3.525, -0.636], [8.334, 0.176, -1.287], [7.785, 1.321, -0.150], [-1.563, 1.597, 1.899], [-3.787, -1.399, -1.106], [3.250, 2.267, -1.916], [0.008, -0.664, 3.373], [-1.462, -1.965, -1.403], [-1.792, -2.245, 3.061], [7.097, 1.411, -1.900], [7.430, -2.320, -0.928]],
  "lowdin_charge": [0.086, 0.000, 0.207, -0.025, 0.038, 0.068, -0.111, 0.058, 0.022, -0.189, -0.236, -0.065, -0.306, 0.155, -0.102, 0.051, -0.324, -0.039, -0.209, -0.059, -0.307, -0.336, 0.028, -0.014, -0.300, -0.252, 0.116, -0.334, -0.131, -0.386, -0.142, 0.007, -0.127, 0.183, 0.147, 0.115, 0.105, 0.025, 0.033, 0.125, 0.166, 0.050, 0.034, 0.070, 0.091, 0.126, 0.229, 0.084, 0.192, 0.178, 0.069, 0.076, 0.036, 0.093, 0.196, 0.200, 0.111, 0.198, 0.090, 0.137],
  "orbital_gap_ev": 7.18,
  "e_lumo_ha": -0.0436,
  "relative_energy_kj_mol": 2387.59,
  "largest_force_ha_per_bohr": 0.35096,
  "e_homo_ev": -8.4
}


{
  "formula": "C25H27N3O5S",
  "method": "the ωB97M-V functional and the def2-TZVPD basis",
  "symbols": ["S", "O", "O", "O", "O", "O", "N", "N", "N", "C", "C", "C", "C", "C", "C", "C", "C", "C", "C", "C", "C", "C", "C", "C", "C", "C", "C", "C", "C", "C", "C", "C", "C", "C", "H", "H", "H", "H", "H", "H", "H", "H", "H", "H", "H", "H", "H", "H", "H", "H", "H", "H", "H", "H", "H", "H", "H", "H", "H", "H", "H"],
  "xyz": [[-3.548, 3.583, -0.022], [-4.320, 0.177, -1.263], [2.622, -0.324, -2.295], [3.667, 1.460, 0.799], [-3.276, -0.958, 1.875], [5.903, 1.587, 0.904], [-1.534, 1.974, -0.194], [3.514, -1.132, -0.394], [-3.367, 1.104, 0.949], [0.585, -1.566, 0.249], [5.779, -2.027, -0.192], [-2.727, -0.103, 1.217], [-2.807, 2.140, 0.260], [3.593, 2.790, 0.275], [3.945, 2.829, -1.206], [-0.810, 0.819, -0.060], [0.462, 0.683, -0.609], [-1.380, -0.242, 0.653], [-5.372, -0.378, -0.584], [-0.675, -1.436, 0.790], [4.820, -0.474, 1.544], [1.164, -0.498, -0.442], [-5.603, 0.088, 0.719], [4.882, 0.968, 1.039], [2.493, -0.627, -1.120], [-7.243, -1.879, -0.369], [-6.195, -1.364, -1.113], [-4.053, -0.257, -2.574], [-6.654, -0.447, 1.446], [6.069, -1.246, 1.094], [-7.479, -1.421, 0.912], [4.799, -1.263, -1.068], [-4.765, 1.176, 1.341], [3.551, -1.176, 1.051], [-6.028, -1.740, -2.109], [-7.871, -2.644, -0.800], [-1.147, -2.245, 1.326], [5.202, -0.270, -1.304], [4.272, 3.434, 0.844], [6.395, -1.931, 1.877], [3.562, -2.215, 1.402], [-8.292, -1.822, 1.496], [6.871, -0.524, 0.925], [-5.135, 2.159, 1.034], [-4.825, 1.093, 2.430], [-3.196, 0.326, -2.907], [-6.826, -0.091, 2.451], [0.900, 1.491, -1.176], [2.559, 3.095, 0.450], [5.004, 2.627, -1.342], [-3.796, -1.321, -2.600], [5.358, -3.006, 0.043], [4.624, -1.777, -2.017], [4.792, -0.408, 2.637], [-4.899, -0.066, -3.242], [1.121, -2.498, 0.339], [3.724, 3.814, -1.606], [2.665, -0.684, 1.452], [3.375, 2.083, -1.756], [6.703, -2.191, -0.746], [-1.148, 2.752, -0.713]],
  "lowdin_charge": [0.692, -0.099, 0.077, -0.007, 0.124, 0.123, 0.090, -0.029, -0.007, -0.019, -0.154, -0.357, -0.784, -0.194, -0.049, -0.161, 0.063, -0.053, -0.207, 0.020, -0.173, -0.125, -0.134, -0.467, -0.434, -0.085, -0.018, -0.069, -0.033, -0.137, -0.089, -0.128, -0.102, -0.111, 0.101, 0.103, 0.125, 0.135, 0.125, 0.116, 0.136, 0.100, 0.113, 0.065, 0.140, 0.095, 0.116, 0.125, 0.119, 0.078, 0.100, 0.115, 0.132, 0.160, 0.098, 0.120, 0.081, 0.126, 0.062, 0.117, 0.134],
  "orbital_gap_ev": 8.31,
  "e_lumo_ha": -0.0022,
  "relative_energy_kj_mol": 17.56,
  "largest_force_ha_per_bohr": 0.01541,
  "e_homo_ev": -8.4
}